No. 1
The following is a DFT calculation (wB97M-V/def2-TZVPD) of C12H17Cl2NReS as an isolated structure in a non-equilibrium geometry.

⟨S²⟩ ... 3.807
Relative energy (zero: lowest compared OMol25 entry of this formula, charge and spin) ... 0.0 kcal per mole
Calculated total energy ... -52217.3200 eV
HOMO-LUMO gap (spin up / spin down) ... 6.99 / 7.27 eV
HOMO energy (spin up / spin down) ... -7.6 / -7.9 eV
Multiplicity ... 4

```
34
Properties=species:S:1:pos:R:3:forces:R:3
Re -0.11089 0.18980 0.07033 -0.17 -1.61 -0.03
Cl -1.10748 -0.97736 -1.63880 -0.93 0.59 -1.73
Cl 1.05507 -0.25669 1.99369 1.20 0.66 0.93
C 0.89345 -2.97113 -0.31157 0.46 0.06 0.08
H 0.70750 -2.96963 0.75881 0.08 0.05 -0.12
H 0.46550 -3.79335 -0.88237 0.06 0.14 0.02
C 0.74882 1.58472 -0.71683 0.71 2.01 -0.62
C 1.60713 -2.01114 -0.90209 0.10 -0.47 0.25
H 0.39483 2.62664 -0.71655 0.01 -0.18 -0.09
C 1.90444 -1.93922 -2.36894 0.14 0.18 -0.38
H 2.01482 -1.19843 -0.30018 0.17 -0.28 0.12
C 2.77568 -0.72827 -2.74629 -0.09 -0.23 -0.11
H 2.39633 -2.86452 -2.69752 -0.11 0.12 0.09
H 0.95190 -1.85403 -2.91125 0.26 -0.19 0.02
C 2.01621 0.60579 -2.72418 -0.03 0.18 -0.20
H 3.63236 -0.67297 -2.06180 -0.01 0.00 -0.14
H 3.18400 -0.88884 -3.75176 -0.08 -0.01 0.16
C 2.07760 1.36652 -1.38011 0.71 0.79 -0.38
H 2.43112 1.26749 -3.49411 -0.06 -0.17 0.07
H 0.96400 0.43510 -2.99175 0.25 0.01 -0.02
H 2.77291 0.85870 -0.69824 -0.13 0.09 -0.04
H 2.50624 2.36560 -1.56628 0.14 -0.34 0.08
S -1.59549 -1.28339 1.23087 -1.38 -3.28 0.03
C -2.29396 -0.04292 2.01968 -0.44 0.34 0.75
N -3.03455 0.87643 1.33504 -0.82 1.18 -0.06
C -3.61943 1.93002 1.96931 0.23 0.19 1.55
C -3.47052 2.09129 3.34884 -0.36 0.13 -1.45
C -2.71786 1.16234 4.06774 0.64 -1.13 -0.54
C -2.12421 0.08779 3.40418 -1.03 1.70 1.38
H -3.16015 0.78249 0.30162 0.35 -0.24 1.27
H -4.20087 2.64756 1.40432 0.13 -0.26 -0.25
H -3.93329 2.92871 3.85494 -0.02 -0.03 -0.21
H -2.59330 1.27577 5.13698 0.02 0.00 -0.02
H -1.53791 -0.63086 3.96428 -0.02 0.00 -0.41
```
Forces are in eV/Å.

***

No. 2
The following is a DFT calculation (wB97M-V/def2-TZVPD) of C17H12BrIMnNO7S3 as an isolated structure.

⟨S²⟩ ... 8.753
Relative energy (zero: lowest compared OMol25 entry of this formula, charge and spin) ... 1.4 kcal per mole
Calculated total energy ... -175619.4140 eV
HOMO-LUMO gap (spin up / spin down) ... 7.41 / 7.49 eV
HOMO energy (spin up / spin down) ... -5.1 / -5.2 eV
Multiplicity ... 6
Net charge ... -1

```
43
Properties=species:S:1:pos:R:3:forces:R:3
Mn 0.31558 0.37553 -0.03539 -0.34 0.07 0.41
O 0.09326 1.00727 4.06162 -0.01 -0.05 0.01
S 0.62139 0.67361 2.76522 0.10 0.04 -0.01
O 0.82514 1.80420 1.85970 0.03 -0.10 0.02
O -0.10342 -0.39579 2.05296 0.04 0.11 -0.13
C 2.25618 -0.03550 3.07375 -0.04 -0.03 0.06
C 2.64422 -0.03966 4.40808 -0.03 0.00 -0.04
C 3.85110 -0.58996 4.80974 0.04 -0.02 0.00
C 4.69000 -1.15583 3.86798 0.00 0.00 0.04
C 4.32137 -1.15075 2.53189 -0.03 0.03 -0.04
C 3.11676 -0.59528 2.11425 0.08 0.01 -0.02
S 2.86880 -0.64236 0.32309 0.09 0.02 -0.04
O 4.11450 -1.11270 -0.21994 -0.02 -0.01 -0.04
O 1.70235 -1.49620 0.05272 -0.02 0.05 0.03
O 2.50506 0.73546 -0.07036 -0.06 -0.06 -0.02
H 1.96667 0.39559 5.12834 0.00 0.00 0.00
H 4.12552 -0.57550 5.85732 0.00 -0.01 0.00
H 5.63463 -1.59655 4.16134 0.00 0.00 0.00
H 4.97403 -1.56920 1.78001 0.00 0.00 0.00
O -1.12166 -0.83204 -0.97657 0.02 -0.01 0.06
N -2.40379 -0.54219 -0.82789 0.03 0.01 -0.06
C -3.27650 -1.55315 -1.03067 -0.01 -0.02 -0.01
C -4.62660 -1.36892 -0.94081 0.00 -0.01 0.00
C -5.09867 -0.09103 -0.62174 -0.01 0.03 0.01
C -4.20319 0.92099 -0.40600 -0.03 -0.02 -0.01
C -2.80779 0.72218 -0.49892 0.00 0.04 0.00
S -1.67687 1.95582 -0.19996 0.02 -0.03 -0.09
H -2.79946 -2.49287 -1.26205 0.01 0.01 -0.01
H -5.29108 -2.20334 -1.10909 0.01 0.00 0.00
H -6.16142 0.09694 -0.53891 0.00 0.00 0.00
H -4.53114 1.91705 -0.14669 0.01 0.00 0.00
Br -0.28866 1.39760 -6.49264 -0.01 -0.01 -0.02
C -0.33439 -0.25173 -5.56242 -0.01 0.00 0.08
C -0.83390 -1.35638 -6.23914 -0.01 0.02 -0.02
C -0.88748 -2.58497 -5.60479 0.00 -0.02 -0.02
C -0.43977 -2.71056 -4.29784 0.01 -0.02 0.04
C 0.05875 -1.61078 -3.61986 -0.03 0.12 -0.16
C 0.10984 -0.36688 -4.24976 0.03 -0.15 -0.04
I 0.90061 1.22652 -3.18159 0.10 0.05 -0.05
H -1.17477 -1.24300 -7.25895 0.00 0.00 0.00
H -1.27467 -3.44412 -6.13768 0.00 0.00 0.01
H -0.47300 -3.66991 -3.79744 0.00 0.01 0.00
H 0.39368 -1.70302 -2.59911 0.05 -0.04 0.06
```
Forces are in eV/Å.

***

No. 3
The following is a DFT calculation (wB97M-V/def2-TZVPD) of an isolated molecule of C6H10O in a non-equilibrium geometry.

SMILES string ... O=CCCC1CC1
Relative energy (zero: lowest compared OMol25 entry of this formula, charge and spin) ... 57.3 kcal per mole
Calculated total energy ... -8428.7559 eV
HOMO-LUMO gap ... 10.28 eV
HOMO energy ... -9.4 eV

```
17
Properties=species:S:1:pos:R:3:forces:R:3
O 0.71291 -1.89358 1.16130 0.71 -0.17 0.04
C 1.65264 -1.19129 0.85780 -0.46 -0.03 0.33
C 1.69001 -0.28373 -0.33529 -0.99 0.91 0.23
C 0.52514 0.98245 0.14966 1.00 -0.39 -0.09
C -0.90470 1.00156 -0.41895 0.87 -0.74 -0.48
C -1.21541 -0.44902 -0.62391 -0.33 -0.52 -0.43
C -2.15956 0.35246 0.18465 0.02 0.02 0.11
H 2.49347 -1.08509 1.57322 0.07 -0.11 -0.12
H 2.75506 0.02357 -0.47934 -1.03 0.55 0.24
H 1.42228 -0.81792 -1.26260 -0.38 0.36 0.45
H 1.04872 1.89110 -0.10361 0.14 0.38 0.33
H 0.43395 0.84277 1.23176 0.41 0.27 -0.11
H -1.16363 1.71741 -1.21136 0.55 -0.48 0.21
H -1.35377 -0.73543 -1.65026 -0.70 -0.47 -0.09
H -0.56912 -1.08672 -0.02410 -0.47 0.01 -0.62
H -3.11275 0.57315 -0.30031 0.38 0.44 0.20
H -2.25524 0.15830 1.25133 0.22 -0.03 -0.19
```
Forces are in eV/Å.

***

No. 4
The following is a DFT calculation (wB97M-V/def2-TZVPD) of an isolated molecule of C5H4FNO in a non-equilibrium geometry.

SMILES string ... C#C/C(F)=C\NC=O
Relative energy (zero: lowest compared OMol25 entry of this formula, charge and spin) ... 106.7 kcal per mole
Calculated total energy ... -11499.9462 eV
HOMO-LUMO gap ... 9.28 eV
HOMO energy ... -9.0 eV

```
12
Properties=species:S:1:pos:R:3:forces:R:3
C -0.72923 -0.71283 0.79314 -0.06 0.53 -1.07
C -1.35391 -0.37777 -0.31356 1.54 0.71 -1.86
C 0.23891 1.35796 -0.74719 1.29 -0.15 -1.32
C 0.61613 -0.57723 1.13784 0.10 0.11 -0.42
C 1.77893 -0.54385 1.39386 3.80 -2.59 1.05
H -2.28153 -0.51337 -0.74954 -2.31 -1.16 0.74
H -0.34448 -0.06876 -2.37803 -1.34 1.92 4.93
H 0.87841 1.63087 -1.59738 0.05 0.56 -0.09
H 2.79492 -1.08136 1.63474 -2.44 2.02 -0.58
N -0.65617 0.38510 -1.24012 2.98 0.28 -3.14
O 0.46296 1.79920 0.36474 -1.42 -0.34 -1.22
F -1.40494 -1.29797 1.70149 -2.19 -1.90 2.99
```
Forces are in eV/Å.

***

No. 5
The following is a DFT calculation (wB97M-V/def2-TZVPD) of an isolated molecule of C3H5N3.

Relative energy (zero: lowest compared OMol25 entry of this formula, charge and spin) ... 97.9 kcal per mole
Calculated total energy ... -7658.2106 eV
HOMO-LUMO gap ... 7.76 eV
HOMO energy ... -7.5 eV

```
11
Properties=species:S:1:pos:R:3:forces:R:3
N 1.52864 -0.80846 0.03730 0.15 -0.12 0.10
C 0.24215 -0.12719 0.00277 -0.16 -0.01 0.20
C -0.53457 0.65669 -0.81334 -0.02 -0.05 0.13
N -1.62902 0.86173 -0.04023 -0.14 0.13 -0.11
N -1.57486 0.26227 1.18226 0.12 -0.02 -0.08
C -0.39945 -0.37305 1.23968 -0.37 0.25 -0.13
H 2.36297 -0.21843 0.03140 -0.20 -0.06 0.01
H 1.65443 -1.58967 -0.60938 -0.09 0.15 0.11
H -0.45321 1.07854 -1.80684 0.04 -0.11 0.19
H -2.44713 1.39920 -0.28262 0.13 -0.05 -0.04
H 1.25005 -1.14164 1.05901 0.54 -0.10 -0.38
```
Forces are in eV/Å.

***

No. 6
The following is a DFT calculation (wB97M-V/def2-TZVPD) of a 3-piece molecular cluster, C5H7NO overall in a non-equilibrium geometry.

SMILES string ... C1=CC1.C#N.C=O
Relative energy (zero: lowest compared OMol25 entry of this formula, charge and spin) ... 104.6 kcal per mole
Calculated total energy ... -8831.6665 eV
HOMO-LUMO gap ... 10.31 eV
HOMO energy ... -9.9 eV

```
14
Properties=species:S:1:pos:R:3:forces:R:3
C 0.20697 -0.72856 1.51616 -0.21 0.06 0.27
C 0.87747 -1.52005 0.43128 0.18 0.16 -0.05
C -1.01220 -0.45388 -1.51835 -0.28 0.15 0.19
O -1.85438 0.12918 -0.87320 0.32 -0.31 -0.35
C -0.29747 2.53835 -0.19736 0.88 0.56 0.18
N 0.65723 3.15545 0.00493 -0.95 -0.57 -0.21
C 1.26244 -0.28852 0.54462 0.04 -0.26 -0.09
H -0.82772 -0.39294 1.38731 0.20 -0.07 -0.02
H 0.48304 -0.90520 2.55830 -0.04 0.03 -0.16
H 0.98072 -2.48995 -0.03175 0.00 0.16 0.07
H -1.07137 -1.54337 -1.68746 -0.01 0.10 0.01
H -0.15171 0.06422 -1.98082 -0.14 0.02 0.07
H -1.15328 1.90567 -0.39819 0.12 0.11 0.05
H 1.90025 0.52959 0.24453 -0.11 -0.14 0.04
```
Forces are in eV/Å.